Entry 1:
The following is a quantum chemistry calculation of a molecular structure, C41H59GeN3O5PSSi2Ti, from the Open Molecules 2025 dataset.

Positions of all 114 atoms, in Å:
1 Ti 0.00057 -0.68952 0.21516
2 C 1.99514 -1.23977 3.26926
3 Si 2.22802 -1.51518 1.38744
4 C 3.82379 -0.53789 0.92147
5 C 4.34202 -0.90605 -0.47275
6 C 3.43243 0.94889 0.90555
7 C 4.96393 -0.71344 1.93008
8 C 2.39337 -3.41493 1.09832
9 C 3.73268 -4.00960 1.53615
10 C 2.17714 -3.70316 -0.39623
11 C 1.27793 -4.12897 1.86780
12 H 2.88369 -1.46961 3.86307
13 H 1.17652 -1.86747 3.62894
14 H 1.74277 -0.18991 3.45696
15 H 3.57298 -0.76989 -1.23533
16 H 4.69063 -1.93977 -0.51866
17 H 5.19473 -0.26502 -0.72918
18 H 2.59734 1.14893 0.22703
19 H 4.27882 1.56088 0.57114
20 H 3.16217 1.29558 1.90807
21 H 5.34321 -1.73608 1.95422
22 H 4.66323 -0.44266 2.94444
23 H 5.80082 -0.05995 1.65479
24 H 4.56545 -3.62023 0.94924
25 H 3.71948 -5.09849 1.40309
26 H 3.94252 -3.81023 2.59058
27 H 2.89938 -3.19082 -1.03250
28 H 1.18312 -3.38739 -0.73057
29 H 2.25753 -4.77912 -0.59250
30 H 1.39463 -4.05222 2.95021
31 H 1.26480 -5.19406 1.60558
32 H 0.29680 -3.70965 1.62670
33 O -4.14958 -4.02502 -3.51061
34 S -2.77587 -3.63065 -3.60158
35 O -1.87076 -4.37439 -4.41795
36 N -2.15964 -3.52238 -2.04823
37 C -1.88876 -2.29960 -1.77349
38 O -1.46708 -1.97647 -0.55775
39 C -2.17211 -1.27103 -2.80605
40 C -2.05984 0.10696 -2.75835
41 C -2.44474 0.82989 -3.88020
42 C -2.91825 0.18658 -5.01889
43 C -3.04355 -1.19871 -5.06362
44 C -2.66953 -1.89553 -3.93603
45 H -1.67668 0.61922 -1.88625
46 H -2.35996 1.90865 -3.86603
47 H -3.19811 0.77276 -5.88455
48 H -3.42632 -1.70265 -5.94030
49 C -5.67253 1.91783 0.08345
50 C -4.94928 3.10322 0.11215
51 C -3.57278 3.07832 0.29513
52 C -2.87794 1.87773 0.46353
53 C -3.62868 0.70176 0.42675
54 C -5.00654 0.71133 0.23755
55 Ge -0.89115 1.82067 0.72432
56 C -0.29911 3.39869 -0.30463
57 C -0.33607 4.69074 0.22070
58 C 0.02946 5.79022 -0.54675
59 C 0.43978 5.61520 -1.86078
60 C 0.49292 4.33520 -2.39639
61 C 0.12997 3.23989 -1.62370
62 C -0.74214 2.48242 2.61167
63 C -1.82849 2.92882 3.37167
64 C -1.68669 3.28160 4.71174
65 C -0.44313 3.19396 5.33049
66 C 0.65719 2.77596 4.59006
67 C 0.50320 2.43331 3.25053
68 H -6.74385 1.93538 -0.07141
69 H -5.45974 4.04972 -0.01863
70 H -3.02705 4.01643 0.28819
71 H -3.12268 -0.25234 0.52989
72 H -5.55768 -0.22169 0.19122
73 H -0.64423 4.85065 1.24941
74 H -0.00327 6.78369 -0.11581
75 H 0.72421 6.47013 -2.46129
76 H 0.82683 4.18854 -3.41711
77 H 0.20915 2.24240 -2.04725
78 H -2.80942 2.99709 2.91429
79 H -2.54506 3.63712 5.27003
80 H -0.32717 3.47601 6.36965
81 H 1.63512 2.72274 5.05313
82 H 1.37535 2.11186 2.69035
83 N -1.35372 0.08541 4.53446
84 C -2.59339 -0.47098 3.90439
85 P -1.89372 -1.92740 3.01735
86 O -1.30638 -2.79738 4.06465
87 O -1.01596 -1.25623 1.98253
88 C -3.19668 -2.81398 2.09210
89 N -2.50146 -3.56634 1.02485
90 H -0.72274 0.42892 3.79698
91 H -0.86808 -0.66264 5.04193
92 H -1.54244 0.88865 5.14011
93 H -3.00891 0.28887 3.24702
94 H -3.28624 -0.73229 4.70172
95 H -3.89192 -2.11501 1.62470
96 H -3.74449 -3.47325 2.76516
97 H -1.82404 -4.21877 1.41525
98 H -1.91880 -2.78949 0.22549
99 H -3.15135 -4.10833 0.46009
100 C 1.03398 0.96953 -5.48576
101 Si 2.31336 0.32963 -4.27478
102 C 3.12895 -1.21408 -4.94267
103 C 3.59733 1.64443 -3.93042
104 C 1.45796 -0.06468 -2.70637
105 C 0.92232 -0.29021 -1.62810
106 H 1.48130 1.16331 -6.46385
107 H 0.58972 1.90095 -5.12626
108 H 0.22892 0.24348 -5.61657
109 H 3.49752 -1.05510 -5.95894
110 H 2.42722 -2.04974 -4.96025
111 H 3.97688 -1.50221 -4.31762
112 H 4.16046 1.89508 -4.83275
113 H 4.30348 1.28806 -3.17699
114 H 3.13558 2.55636 -3.54732

Forces on the atoms, in the same order (eV/Å):
Ti 0.078 0.030 0.397
C 0.023 -0.048 -0.055
Si -0.017 0.049 0.065
C -0.019 0.071 -0.062
C -0.014 -0.005 -0.009
C 0.015 -0.002 0.015
C 0.007 0.007 0.007
C -0.068 -0.019 -0.159
C 0.013 0.000 0.047
C 0.006 -0.011 0.009
C 0.018 -0.032 0.083
H 0.006 -0.041 -0.024
H -0.034 0.058 0.027
H -0.005 -0.008 0.025
H 0.015 -0.006 0.017
H 0.018 0.001 0.010
H -0.003 0.014 -0.008
H 0.004 -0.002 -0.014
H 0.008 0.000 0.017
H 0.000 -0.009 -0.017
H -0.017 -0.009 0.008
H -0.008 0.008 -0.008
H 0.006 -0.012 -0.007
H -0.005 0.008 -0.009
H 0.011 0.000 0.002
H -0.008 0.008 -0.005
H 0.001 -0.004 0.004
H -0.002 0.004 0.006
H 0.008 -0.005 0.009
H 0.013 0.004 -0.008
H -0.006 0.003 -0.003
H -0.016 0.044 -0.030
O -0.031 -0.034 -0.022
S 0.093 0.010 0.190
O -0.018 -0.017 -0.040
N -0.083 -0.074 -0.153
C 0.044 0.140 0.206
O 0.066 0.300 -0.573
C 0.017 -0.053 -0.012
C -0.017 -0.004 0.008
C 0.030 -0.016 0.026
C -0.001 0.000 -0.025
C -0.003 0.041 0.015
C -0.016 0.033 -0.042
H -0.012 -0.027 -0.010
H -0.006 0.005 -0.005
H -0.003 0.005 0.009
H 0.002 -0.013 0.003
C -0.002 0.007 -0.005
C -0.014 -0.018 0.003
C 0.032 0.028 -0.041
C -0.035 0.073 0.043
C -0.031 -0.004 0.051
C 0.013 -0.004 0.006
Ge -0.054 0.004 -0.128
C 0.000 0.063 0.048
C 0.043 0.022 -0.022
C 0.007 0.001 0.010
C -0.002 -0.024 0.000
C -0.008 0.031 0.002
C -0.006 -0.070 -0.019
C -0.053 -0.024 0.047
C -0.011 -0.054 0.000
C 0.012 0.022 0.025
C -0.005 0.031 -0.004
C -0.005 0.011 -0.022
C 0.033 -0.025 0.023
H 0.001 -0.002 0.001
H 0.006 0.001 -0.001
H 0.011 -0.015 0.007
H 0.066 -0.037 -0.028
H -0.003 0.007 0.004
H -0.010 -0.017 -0.007
H -0.002 0.003 -0.008
H 0.006 0.001 0.003
H 0.002 0.000 -0.005
H 0.001 0.042 0.022
H -0.014 0.013 -0.033
H -0.002 0.006 0.005
H -0.007 -0.011 0.000
H -0.004 -0.002 -0.005
H -0.028 0.005 -0.010
N -0.053 -0.067 0.060
C -0.001 -0.099 0.073
P 0.141 0.114 -0.013
O 0.028 0.062 -0.028
O -0.055 -0.150 0.000
C -0.058 0.116 0.058
N -0.089 -0.141 -0.098
H 0.075 0.030 -0.029
H 0.012 0.002 0.006
H 0.062 0.030 -0.023
H -0.040 0.037 -0.054
H -0.038 -0.024 -0.053
H 0.011 0.013 -0.002
H 0.002 -0.015 -0.029
H 0.031 -0.006 0.013
H -0.124 -0.278 0.396
H 0.005 -0.031 -0.031
C 0.028 -0.003 -0.016
Si -0.068 0.019 -0.030
C 0.013 0.006 -0.011
C 0.032 -0.027 -0.011
C 0.002 -0.030 0.053
C 0.094 -0.022 -0.129
H -0.006 0.007 0.004
H -0.007 -0.007 0.013
H -0.004 -0.011 -0.004
H 0.012 -0.001 0.008
H -0.012 0.008 -0.014
H -0.012 -0.011 0.014
H -0.002 0.009 0.003
H 0.005 0.012 -0.001
H -0.015 0.005 0.008

Values from the calculation:
orbital gap (spin up / spin down)	7.1 / 7.0	eV
2S+1	2
energy above the lowest of the compared OMol25 structures with the same formula, charge and spin	0.0	kJ/mol
HOMO level (spin up / spin down)	-7.24 / -7.16	eV

=====

Entry 2:
The following is a quantum chemistry calculation of a molecular structure, C41H61BeN2P2Si, from the Open Molecules 2025 dataset.

Positions of all 108 atoms, in Å:
1 Be 0.81097 1.39629 -0.50927
2 C -0.49987 -1.19869 1.92335
3 Si 0.13697 0.46876 1.36963
4 C -1.13616 1.79877 1.99102
5 C -1.32482 2.27967 3.22412
6 C -1.97190 3.58946 3.47180
7 C -2.33317 4.42847 2.49705
8 C -2.12324 4.10039 1.04361
9 C -1.53879 2.66440 0.80533
10 P -2.28458 1.51762 -0.50696
11 C -3.99111 0.96096 0.00195
12 C -4.02578 -0.46882 0.57452
13 C -3.87240 -0.52910 2.09019
14 C -4.94723 0.31568 2.76233
15 C -4.83595 1.76566 2.30131
16 C -4.93578 1.89750 0.78188
17 C -2.66878 2.46740 -2.08033
18 C -3.81717 3.48524 -2.15014
19 C -3.84268 4.18599 -3.51079
20 C -3.96713 3.18584 -4.65518
21 C -2.86240 2.13550 -4.58634
22 C -2.84174 1.44170 -3.22222
23 C 1.84752 0.58453 2.25821
24 C 2.01516 0.36917 3.63568
25 C 3.25934 0.14106 4.19783
26 C 4.39205 0.10076 3.38731
27 C 4.26482 0.32412 2.02787
28 C 3.00986 0.57682 1.46084
29 P 2.92034 1.05137 -0.30807
30 C 3.97832 2.54952 -0.41158
31 C 3.61632 3.59946 0.64559
32 C 4.60774 4.76582 0.59815
33 C 4.87844 5.26212 -0.84075
34 C 3.86198 4.69007 -1.82395
35 C 3.93373 3.15992 -1.84402
36 C 3.75520 -0.25295 -1.29553
37 C 3.25823 -0.24599 -2.75276
38 C 4.11374 -1.18769 -3.61628
39 C 4.57339 -2.42727 -2.82757
40 C 3.56288 -2.76768 -1.73721
41 C 3.51174 -1.65364 -0.67895
42 H -0.75558 -1.12041 2.98401
43 H 0.25739 -1.97875 1.80793
44 H -1.39919 -1.50491 1.38302
45 H -0.93285 1.74869 4.08791
46 H -2.16696 3.86877 4.50184
47 H -2.83558 5.35975 2.73744
48 H -3.01221 4.32862 0.46787
49 H -4.39175 0.86761 -1.00962
50 H -3.27250 -1.08336 0.07707
51 H -5.00052 -0.89736 0.31382
52 H -2.88757 -0.14511 2.37944
53 H -3.92299 -1.56712 2.42600
54 H -4.85871 0.25875 3.84932
55 H -5.93650 -0.07856 2.50098
56 H -3.88270 2.16912 2.64760
57 H -5.61986 2.37295 2.75912
58 H -4.78518 2.93561 0.49102
59 H -5.95974 1.64274 0.48157
60 H -1.74559 2.99315 -2.32845
61 H -3.73639 4.23510 -1.36653
62 H -4.76924 2.96922 -2.00056
63 H -2.90994 4.75386 -3.63530
64 H -4.65900 4.91061 -3.54600
65 H -3.94049 3.70619 -5.61447
66 H -4.94128 2.68709 -4.59192
67 H -1.89184 2.61718 -4.76008
68 H -2.99306 1.39553 -5.37752
69 H -2.04698 0.69443 -3.18169
70 H -3.78701 0.90360 -3.09787
71 H 1.14392 0.37085 4.28449
72 H 3.35160 -0.02058 5.26560
73 H 5.36462 -0.10499 3.81713
74 H 5.15236 0.30847 1.40203
75 H 4.98887 2.19082 -0.19318
76 H 3.61390 3.16116 1.64408
77 H 2.60108 3.96244 0.45767
78 H 5.54367 4.44360 1.05897
79 H 4.22618 5.57810 1.21930
80 H 5.87720 4.95415 -1.16268
81 H 4.86942 6.35162 -0.87586
82 H 4.04264 5.07321 -2.82980
83 H 2.85482 5.01596 -1.53984
84 H 4.83146 2.85999 -2.39037
85 H 3.08480 2.76690 -2.40966
86 H 4.82299 -0.01510 -1.29605
87 H 3.27151 0.75769 -3.17814
88 H 2.21241 -0.57288 -2.75444
89 H 4.98192 -0.64326 -3.99264
90 H 3.53510 -1.49333 -4.48948
91 H 5.54702 -2.23938 -2.36391
92 H 4.71271 -3.27212 -3.50180
93 H 3.81516 -3.71205 -1.25415
94 H 2.57608 -2.90642 -2.18932
95 H 4.26316 -1.84210 0.08918
96 H 2.54456 -1.67529 -0.16809
97 C -1.18615 6.18165 -1.67015
98 N -0.73421 4.95504 -1.03431
99 C -0.82209 4.71744 0.42340
100 C -0.16954 3.33933 0.47544
101 N 0.41567 3.03415 -0.84923
102 C 0.00980 4.00518 -1.61585
103 H -0.62355 7.03832 -1.29798
104 H -2.24392 6.33683 -1.46298
105 H -1.05342 6.10738 -2.74735
106 H -0.37961 5.54034 0.98662
107 H 0.58340 3.19584 1.25155
108 H 0.24215 4.06928 -2.67450

Forces on the atoms, in the same order (eV/Å):
Be 0.243 0.255 -0.280
C -0.007 -0.294 -0.234
Si -0.041 0.467 0.186
C -0.013 -0.078 0.019
C 0.076 0.265 0.031
C -0.002 -0.165 -0.062
C 0.098 -0.130 -0.041
C 0.266 0.021 -0.069
C -0.023 0.030 0.032
P 0.241 -0.081 -0.023
C -0.007 0.090 0.114
C 0.003 0.051 0.033
C 0.047 0.110 -0.011
C -0.042 0.015 -0.046
C 0.055 -0.002 -0.009
C 0.001 -0.154 -0.002
C -0.082 -0.030 -0.088
C 0.107 -0.067 -0.019
C 0.065 -0.051 -0.019
C -0.017 -0.008 0.005
C -0.022 0.014 0.089
C -0.052 0.074 0.025
C -0.061 -0.233 -0.008
C -0.062 0.082 -0.094
C 0.063 0.021 -0.043
C -0.072 -0.015 -0.010
C -0.010 0.089 -0.015
C 0.017 0.124 0.037
P -0.022 -0.117 0.292
C -0.027 0.060 -0.148
C -0.021 -0.014 -0.057
C 0.016 -0.007 -0.020
C -0.018 -0.065 0.012
C 0.012 -0.010 0.049
C 0.072 0.014 0.098
C -0.175 -0.116 -0.139
C 0.060 -0.020 0.077
C 0.002 -0.020 0.090
C -0.025 0.047 0.008
C 0.009 0.049 -0.015
C 0.043 0.015 -0.048
H 0.021 -0.082 -0.021
H -0.039 0.049 0.021
H 0.117 0.021 0.052
H -0.067 0.051 -0.034
H 0.024 -0.029 -0.043
H 0.068 -0.003 -0.007
H -0.178 0.042 -0.027
H -0.119 0.032 -0.129
H 0.007 -0.004 -0.025
H 0.012 -0.010 0.009
H -0.133 -0.026 -0.009
H -0.004 -0.004 -0.006
H -0.002 0.007 -0.012
H 0.016 -0.001 0.031
H -0.060 -0.018 -0.045
H 0.008 0.018 0.010
H 0.003 0.093 -0.067
H 0.023 -0.007 0.017
H -0.124 -0.033 0.040
H -0.007 0.055 0.113
H -0.039 -0.018 0.061
H -0.053 -0.010 -0.006
H 0.006 -0.009 0.017
H -0.013 -0.022 -0.003
H 0.035 0.022 -0.006
H -0.002 -0.009 -0.009
H 0.018 -0.008 -0.004
H 0.026 -0.010 -0.001
H -0.002 -0.050 0.055
H 0.039 -0.037 -0.047
H 0.000 -0.002 -0.052
H -0.030 0.023 -0.018
H -0.015 0.003 0.019
H 0.099 0.080 -0.013
H -0.007 -0.024 0.004
H 0.012 -0.001 0.002
H 0.004 0.016 0.016
H -0.007 -0.002 -0.014
H -0.015 0.001 0.013
H 0.007 -0.003 -0.001
H -0.007 -0.002 0.005
H 0.013 -0.015 -0.020
H -0.028 -0.041 -0.005
H -0.057 0.009 0.018
H 0.064 -0.045 0.041
H 0.003 0.012 -0.010
H 0.000 -0.002 0.001
H 0.010 -0.005 -0.012
H -0.015 0.009 -0.004
H -0.021 -0.004 -0.005
H 0.014 0.008 -0.007
H -0.014 0.003 0.003
H 0.022 0.009 0.009
H -0.015 0.029 0.024
H -0.025 -0.005 0.006
C 0.047 -0.115 0.073
N -0.041 0.019 0.072
C -0.068 -0.015 -0.086
C 0.072 -0.127 -0.312
N -0.306 -0.209 0.407
C 0.086 0.118 0.161
H 0.019 0.021 0.017
H -0.022 -0.016 -0.006
H 0.020 -0.004 -0.002
H 0.082 0.079 -0.095
H -0.115 -0.006 0.094
H -0.040 -0.015 0.053

Values from the calculation:
orbital gap	7.3	eV
HOMO level	-9.81	eV
charge	+1